# 1
Formula: C4H10CrO3
Source: the OMol25 dataset
Level of theory: ωB97M-V with the def2-TZVPD basis set

Each line ends with the Löwdin spin population.
Positions of all 18 atoms, in Å:
C: -1.051 -1.498 -0.216  0.10
O: -2.194 -0.769 0.104  0.47
H: 3.981 -0.566 -0.790  0.00
Cr: 1.271 1.490 -0.547  3.81
O: -0.444 1.589 -0.907  0.21
H: -2.937 0.745 1.198  0.01
H: -1.804 2.579 0.262  0.02
H: -1.192 0.465 1.430  0.02
O: 2.095 -0.248 -0.269  0.08
H: -2.483 1.629 -1.083  0.00
C: -1.999 0.511 0.673  0.09
C: -1.691 1.634 -0.309  0.11
H: 3.768 -0.082 0.927  0.00
H: -0.004 -0.823 -0.162  0.03
H: -0.850 -2.310 0.498  0.05
H: -1.117 -1.902 -1.240  0.01
C: 3.328 -0.681 0.116  0.01
H: 3.323 -1.764 0.314  0.00

The total charge is +1. The value obtained for the total energy is -1428.15784 Ha. As for the largest force on an atom: 4.01 eV/Å. Its spin multiplicity is 6.



# 2
Formula: C4H8S2
Source: the OMol25 dataset
Level of theory: ωB97M-V with the def2-TZVPD basis set

Each line ends with the Mulliken charge.
Positions of all 14 atoms, in Å:
H: 0.571 -1.602 -0.879  0.29
C: -0.820 -0.095 -0.558  -0.75
C: 1.042 0.123 0.495  -0.84
C: -0.445 -0.153 0.971  -0.02
S: -0.680 1.240 2.123  -0.24
S: 1.293 -0.173 -2.683  -0.26
C: 0.577 -0.550 -0.909  -0.20
H: -0.637 -1.307 1.204  0.32
H: 1.154 1.196 0.232  0.34
H: 0.473 1.062 -2.773  0.14
H: -1.479 -0.815 -0.607  0.41
H: 1.677 -0.429 1.088  0.40
H: -1.645 0.481 3.048  0.15
H: -1.081 1.024 -0.752  0.26

The SMILES is S[C@H]1C[C@@H](S)C1. The calculation puts the energy relative to the best compared isomer or geometry (same formula, charge and spin) at 80.99 kcal per mole. As for the largest force on an atom: 5.73 eV/Å. Its spin multiplicity is 1.



# 3
Formula: C7H10F2O
Source: the OMol25 dataset
Level of theory: ωB97M-V with the def2-TZVPD basis set

Each line ends with the Mulliken charge.
Positions of all 20 atoms, in Å:
F: -0.105 1.925 0.140  -0.32
H: -1.536 -0.727 2.487  0.42
C: -0.387 -1.231 -0.288  -1.03
H: -1.148 0.834 2.225  0.34
C: -1.328 -0.064 1.640  -1.54
F: 1.757 1.024 -0.178  -0.35
C: 0.385 0.710 -0.077  0.94
H: 1.117 1.542 -2.376  0.27
H: -2.011 0.074 0.716  0.36
C: 0.171 1.231 -2.953  -0.58
C: 0.892 -1.138 1.983  -1.56
O: 0.017 -0.154 -2.434  -0.45
C: -0.054 -0.486 0.947  1.40
H: 0.532 1.080 -4.025  0.26
H: 0.815 -0.514 2.909  0.36
H: 0.519 -2.136 2.250  0.35
H: -0.771 1.810 -2.731  0.26
H: -0.580 -2.307 -0.630  0.28
C: -0.107 -0.227 -1.125  0.15
H: 1.824 -1.246 1.520  0.46

The SMILES is COC1=CC(C)(C)C1(F)F. The calculation puts the energy relative to the best compared isomer or geometry (same formula, charge and spin) at 0.00 kcal per mole. As for the largest force on an atom: 3.38 eV/Å. Its spin multiplicity is 1.



# 4
Formula: C22H23NO3S
Source: the OMol25 dataset
Level of theory: ωB97M-V with the def2-TZVPD basis set

Each line ends with the Mulliken charge.
Positions of all 50 atoms, in Å:
C: 2.200 -3.222 1.695  -0.35
H: -3.718 1.791 -2.794  0.37
H: -2.937 1.097 -4.237  0.26
H: 1.741 -1.607 3.026  0.42
N: 0.858 0.233 -1.558  0.41
O: -2.185 0.418 -2.516  -0.36
H: 2.390 0.766 -2.863  0.54
C: -3.660 -0.374 0.775  0.44
C: 0.888 2.093 0.088  0.41
C: 0.890 2.514 2.366  -0.74
H: 3.439 0.779 -0.618  0.18
S: 2.319 3.051 0.317  -0.14
C: -3.304 0.879 -3.235  -1.03
H: -4.905 -1.767 2.725  0.34
C: -3.560 0.089 -0.539  -0.60
C: 3.047 -2.583 -0.455  -0.16
H: -4.085 0.115 -3.293  0.37
C: 0.238 1.906 1.269  -0.25
H: 2.049 -0.978 -2.702  0.49
H: 2.709 3.712 2.622  0.48
C: 3.279 -0.175 -1.121  -1.07
H: 0.526 2.467 3.377  0.41
C: 2.944 -1.240 -0.116  0.30
H: -0.506 -1.509 1.152  0.47
H: 4.193 -0.437 -1.658  0.52
H: 3.409 -2.859 -1.435  0.38
C: -1.367 -1.050 0.688  -0.32
C: -2.367 -0.012 -1.233  0.97
C: 2.677 -3.567 0.441  -0.67
C: 2.023 3.167 2.005  -0.46
C: 2.478 -0.904 1.147  0.23
C: 0.040 -0.826 -1.333  0.28
H: -4.427 -0.172 3.374  0.33
C: -2.557 -0.946 1.392  -0.86
H: -2.607 -1.322 2.400  0.40
H: 2.753 -4.607 0.161  0.37
C: -1.245 -0.572 -0.604  -0.19
H: -0.579 1.722 -1.392  0.03
H: -4.446 0.513 -0.981  0.49
O: -4.885 -0.214 1.349  -0.47
O: 0.334 -1.957 -1.669  -0.65
C: -5.077 -0.688 2.660  -0.84
H: 0.990 2.238 -2.027  0.63
H: -0.675 1.346 1.353  0.51
C: 2.150 -0.035 -2.158  -1.04
C: 2.107 -1.888 2.048  -0.89
H: 1.902 -3.991 2.394  0.40
H: -6.117 -0.474 2.901  0.26
H: 2.402 0.134 1.434  0.30
C: 0.500 1.610 -1.276  -0.91

The SMILES is COc1ccc(C(=O)N(CCc2ccccc2)Cc2cccs2)c(OC)c1. The calculation puts the energy relative to the best compared isomer or geometry (same formula, charge and spin) at 14.22 kcal per mole. As for the largest force on an atom: 0.66 eV/Å. Its spin multiplicity is 1.



# 5
Formula: C13H26INO5PS
Source: the OMol25 dataset
Level of theory: ωB97M-V with the def2-TZVPD basis set

Each line ends with the Mulliken charge.
Positions of all 48 atoms, in Å:
O: -0.807 0.533 2.723  -0.46
C: 0.474 -4.650 -3.342  -0.38
H: 1.505 -1.478 -2.205  0.28
H: 1.864 2.698 2.588  0.20
H: 2.902 7.340 3.365  0.30
C: -0.047 -0.504 -0.806  0.46
O: 1.936 1.855 0.712  -0.46
H: -2.899 3.241 -2.916  0.22
I: -2.323 -1.968 4.474  0.06
C: -0.318 -4.780 -0.536  0.17
C: -1.240 0.617 -0.767  -0.89
C: 0.372 -1.129 -2.299  -0.50
H: -3.363 -3.989 -2.957  0.31
H: -2.698 -4.404 -0.188  0.32
H: -1.230 1.287 0.207  0.24
C: -2.251 -4.236 -2.651  -0.34
C: 0.813 -4.875 -1.720  -0.26
H: -0.260 -2.110 -2.408  -0.13
H: -0.180 1.164 3.190  0.35
H: 3.479 2.150 2.041  0.30
C: -1.091 -4.349 -3.848  -0.38
S: -0.293 -2.126 1.215  0.33
H: -2.738 4.653 -1.839  0.28
C: 3.208 6.329 3.085  -0.55
H: 0.733 -3.885 2.658  0.41
H: 1.723 -3.641 1.058  0.32
H: -2.308 0.088 -0.846  0.35
H: 1.306 -4.694 -4.185  0.32
H: -1.165 1.284 -1.754  0.28
H: 0.228 -0.364 -3.173  0.40
H: 1.940 -5.119 -1.446  0.29
H: -3.622 3.357 -0.169  0.28
N: 0.662 -0.995 0.261  -0.29
H: 2.753 3.624 1.350  0.08
H: -1.330 -4.207 -4.985  0.32
C: -3.316 3.749 -2.044  -0.57
O: 2.580 5.391 3.939  -0.49
H: 1.762 0.973 1.082  0.28
O: -0.088 -4.934 0.911  -0.33
P: -0.416 -1.142 3.163  0.18
O: -3.245 2.879 -0.928  -0.45
H: 4.293 6.229 3.166  0.26
C: 2.543 2.623 1.735  -0.40
C: -1.877 -4.459 -1.044  -0.09
H: 2.903 6.131 2.054  0.19
H: 2.869 5.592 4.845  0.30
C: 0.618 -3.756 1.477  -0.39
H: -4.360 4.007 -2.239  0.27

The total charge is +1. The calculation puts the energy relative to the best compared isomer or geometry (same formula, charge and spin) at 278.83 kcal per mole. As for the largest force on an atom: 5.46 eV/Å. Its spin multiplicity is 1.



# 6
Formula: C4H25NO10
Source: the OMol25 dataset
Level of theory: ωB97M-V with the def2-TZVPD basis set

Each line ends with the Mulliken charge.
Positions of all 40 atoms, in Å:
H: -0.162 -3.535 -1.392  0.28
O: 1.891 0.754 2.759  -0.59
H: -1.243 1.029 3.724  0.31
H: 2.300 1.630 2.831  0.25
O: -3.061 -2.037 -2.449  -0.65
C: 1.672 0.968 -0.369  -0.71
H: -0.561 -2.641 0.866  0.39
H: 0.424 3.508 0.968  0.35
O: -0.701 -4.326 -1.470  -0.63
H: -2.424 0.118 -2.323  0.76
H: 2.429 1.705 -0.505  0.31
H: 2.023 -0.024 -0.707  0.42
C: 0.621 2.667 -1.869  -0.98
H: -2.515 0.524 3.129  0.33
N: -0.462 0.420 -1.492  0.14
O: 0.434 -2.145 2.249  -0.69
O: 2.523 -3.348 -0.083  -0.62
H: -0.314 -1.769 2.735  0.33
C: 0.292 1.475 -0.828  0.38
H: -1.287 -4.251 -0.719  0.34
H: 1.495 4.293 0.330  0.31
H: -2.322 -2.668 -2.435  0.36
H: 1.715 -3.688 -0.489  0.33
C: -1.810 0.646 -1.595  -0.51
H: 2.398 -3.439 0.865  0.30
H: -1.259 -1.460 0.015  0.18
H: 0.982 2.172 -2.768  0.40
O: -1.124 -2.408 0.092  -0.59
H: -1.187 3.368 -2.429  0.35
O: -0.404 3.581 -1.909  -0.48
H: 1.533 3.223 -1.595  0.40
H: -0.125 1.901 0.083  0.13
H: 1.673 0.652 3.697  0.28
H: -3.057 -1.849 -1.498  0.33
O: 1.297 3.865 1.171  -0.62
H: -0.015 0.038 -2.312  0.28
H: 1.012 -1.393 2.064  0.31
O: -2.426 1.424 -0.880  -0.57
H: 1.629 0.700 0.709  -0.27
O: -1.887 0.320 3.830  -0.64

The SMILES is C[C@@H](CO)NC=O.O.O.O.O.O.O.O.O. The calculation puts the energy relative to the best compared isomer or geometry (same formula, charge and spin) at 78.15 kcal per mole. As for the largest force on an atom: 3.55 eV/Å. Its spin multiplicity is 1.



# 7
Formula: C11H25ClHfI2N3OP2
Source: the OMol25 dataset
Level of theory: ωB97M-V with the def2-TZVPD basis set

Each line ends with the Mulliken charge.
Positions of all 46 atoms, in Å:
N: -0.138 0.915 2.254  -0.45
H: 5.456 2.041 -3.098  0.41
Hf: -1.373 0.138 -0.032  1.03
O: -2.230 0.158 1.820  -0.46
H: 1.383 1.035 5.268  0.44
H: -4.796 -0.966 0.630  0.33
C: 0.601 0.778 4.562  -0.81
H: 5.919 0.542 -3.982  0.43
P: 4.112 0.155 -2.464  0.67
C: -3.612 -1.494 -2.189  -1.17
C: -0.540 0.127 4.916  -0.14
H: -3.564 -0.445 4.152  0.29
H: -4.657 -1.751 -2.382  0.40
H: 2.288 1.074 1.756  0.00
H: 4.312 -1.599 -4.076  0.39
H: -5.043 0.814 0.528  0.34
C: 5.219 -0.328 -1.103  -1.04
C: 3.563 -1.338 -3.300  -1.02
C: -2.600 -0.981 4.130  -0.83
I: 2.752 1.673 -1.227  0.08
H: 2.887 0.976 3.401  0.25
H: -3.123 -2.313 -1.650  0.40
H: 3.495 -2.193 -2.600  0.36
N: -1.460 -0.098 3.912  0.07
Cl: -0.646 0.550 -2.281  -0.26
H: 4.636 -0.379 -0.175  0.38
H: -3.719 2.279 -2.047  0.36
H: -0.874 -0.107 5.924  0.45
H: -2.670 -1.672 3.279  0.29
H: 4.446 1.451 -4.473  0.38
H: 5.997 0.443 -1.024  0.36
H: -3.486 1.115 -3.352  0.41
C: 5.072 1.150 -3.616  -1.14
C: -4.021 1.292 -2.413  -1.12
H: 5.631 -1.327 -1.319  0.39
H: -5.104 1.273 -2.578  0.40
I: 1.543 -1.080 -0.026  -0.23
H: 2.587 -1.173 -3.782  0.35
N: 2.109 1.124 2.756  -0.25
H: -5.890 -0.268 -0.663  0.50
C: -1.278 0.413 2.716  0.82
C: 0.878 0.960 3.187  0.75
H: -2.419 -1.528 5.061  0.39
P: -3.596 0.019 -1.217  0.47
H: -3.069 -1.336 -3.126  0.42
C: -4.981 -0.120 -0.057  -1.10

The total charge is +3. The value obtained for the total energy is -2459.13775 Ha. As for the largest force on an atom: 4.72 eV/Å. Its spin multiplicity is 1.